[1]
The following is a DFT calculation (ωB97M-V/def2-TZVPD) of the molecule C4H4Cl2O.

Results
Kohn-Sham gap, eV: 9.047
Relative energy (zero: lowest compared OMol25 entry of this formula, charge and spin), kcal per mole: 77.7
HOMO, eV: -8.28

The geometry in ORCA input format:
```
! RIJCOSX wB97M-V def2-TZVPD def2/J DEFGRID3
* xyz 0 1
Cl -2.92 -0.95 0.39
Cl -1.56 1.36 -0.64
O 1.33 0.78 0.31
C 0.98 -0.30 -0.58
C -0.30 -0.97 -0.22
C 0.47 1.18 1.20
C -1.43 -0.27 -0.14
H 1.82 -1.00 -0.56
H -0.30 -2.00 0.10
H 0.92 0.16 -1.57
H 0.98 2.03 1.70
*
```



[2]
The following is a DFT calculation (ωB97M-V/def2-TZVPD) of the molecule C4H6OS in a non-equilibrium geometry.

Results
Kohn-Sham gap (alpha / beta), eV: 6.259 / 6.255
Relative energy (zero: lowest compared OMol25 entry of this formula, charge and spin), kcal per mole: 124.3
HOMO (alpha / beta), eV: -7.81 / -7.81

The geometry in ORCA input format:
```
! RIJCOSX wB97M-V def2-TZVPD def2/J DEFGRID3
* xyz 0 1
S 2.17 0.96 0.20
O -0.65 -0.39 0.48
C -2.07 1.56 -0.10
C 0.32 -0.98 -0.33
C 1.62 -0.73 0.40
C -1.00 0.81 0.17
H 0.05 -1.95 -0.54
H 0.43 -0.46 -1.22
H -2.99 1.12 -0.30
H -2.00 2.65 -0.08
H 2.37 -1.47 -0.18
H 1.74 -1.12 1.49
*
```



[3]
The following is a DFT calculation (ωB97M-V/def2-TZVPD) of C25H31ClO2PS5SbSiTc as an isolated structure in a non-equilibrium geometry.

Results
Kohn-Sham gap (alpha / beta), eV: 5.750 / 5.770
HOMO (alpha / beta), eV: -16.71 / -16.72

The geometry in ORCA input format:
```
! RIJCOSX wB97M-V def2-TZVPD def2/J DEFGRID3
* xyz 3 1
Sb 4.82 4.22 -0.99
Tc 0.65 1.71 -0.18
Cl -1.14 3.33 -0.57
S 1.59 2.96 -1.87
S 3.67 3.82 0.87
S 2.46 0.37 -0.25
S 1.89 -2.43 0.79
S 3.42 2.51 -2.44
P -0.93 0.28 -1.34
Si 0.33 2.66 3.11
O 2.22 -1.31 -0.34
O 0.47 2.00 1.54
C -2.55 1.08 -1.09
C 3.03 -2.10 2.19
C -1.28 -2.51 -1.35
C -1.63 -3.70 -0.72
C -2.62 2.42 -0.74
C 0.62 -0.74 -4.94
C -1.83 -2.55 1.39
C -1.21 -1.34 -0.60
C -4.95 0.99 -1.02
C -3.74 0.36 -1.24
C -0.32 -0.24 -5.83
C -0.68 0.11 -3.11
C -1.91 -3.72 0.64
C 4.20 -3.08 2.07
C 3.65 -4.32 1.38
C -5.00 2.33 -0.67
C -1.43 0.45 -5.37
C 0.45 -0.56 -3.58
C 1.72 1.76 4.01
C -1.61 0.64 -4.01
C -1.47 -1.36 0.78
C -1.44 2.16 3.55
C 0.57 4.51 2.98
C 2.90 -3.80 0.15
C -3.83 3.06 -0.53
H -2.12 2.41 2.74
H 2.25 -4.53 -0.33
H 1.82 2.17 5.02
H 1.48 -1.28 -5.31
H -1.76 2.69 4.44
H 4.61 -3.30 3.05
H 1.61 4.78 2.82
H 1.52 0.69 4.11
H -1.72 -4.60 -1.31
H -2.23 -4.64 1.11
H 3.32 -1.05 2.16
H 2.67 1.91 3.49
H 2.97 -4.86 2.04
H -3.70 -0.68 -1.54
H -2.08 -2.57 2.44
H 0.25 4.97 3.92
H -0.18 -0.39 -6.90
H 2.43 -2.28 3.08
H -0.03 4.96 2.19
H -3.86 4.11 -0.26
H -5.95 2.81 -0.50
H -2.16 0.84 -6.07
H -1.09 -2.49 -2.41
H -1.42 -0.44 1.35
H 3.58 -3.36 -0.59
H 4.99 -2.64 1.46
H -2.48 1.18 -3.66
H 1.19 -0.94 -2.88
H -1.53 1.09 3.76
H 4.43 -5.01 1.08
H -5.87 0.42 -1.12
*
```



[4]
The following is a DFT calculation (ωB97M-V/def2-TZVPD) of a 2-piece molecular cluster, C3H8O2 overall.

Results
Kohn-Sham gap, eV: 10.958
Relative energy (zero: lowest compared OMol25 entry of this formula, charge and spin), kcal per mole: 6.2
SMILES string: CC(C)=O.O
HOMO, eV: -10.09

The geometry in ORCA input format:
```
! RIJCOSX wB97M-V def2-TZVPD def2/J DEFGRID3
* xyz 0 1
O 0.35 -1.03 -0.82
O -1.74 -2.18 0.75
C -0.37 0.56 0.82
C 0.39 0.12 -0.41
C 1.22 1.16 -1.13
H 0.12 1.40 1.32
H -0.53 -0.28 1.49
H -1.36 0.90 0.49
H 2.21 1.19 -0.67
H -1.36 -2.89 1.27
H 1.33 0.88 -2.18
H 0.78 2.15 -1.04
H -1.04 -1.97 0.10
*
```



[5]
The following is a DFT calculation (ωB97M-V/def2-TZVPD) of C37H86BBr2NO6 as an isolated structure in a non-equilibrium geometry.

Results
Kohn-Sham gap, eV: 8.718
HOMO, eV: -8.96

The geometry in ORCA input format:
```
! RIJCOSX wB97M-V def2-TZVPD def2/J DEFGRID3
* xyz 0 1
Br -2.89 -2.95 -0.28
Br -4.36 -5.10 -2.20
O 7.42 6.46 -0.57
O 1.39 1.80 3.85
O -6.34 0.74 -4.15
O 2.42 0.34 -4.73
O 3.06 6.88 2.83
O -1.07 0.72 -3.68
N 0.60 -5.59 -0.67
C -1.41 -2.22 4.06
C -1.95 -1.04 -5.06
C -5.82 -0.57 -3.93
C -1.53 -0.90 3.14
C -3.60 -3.40 3.18
C -6.80 -1.60 -4.45
C 4.10 1.93 -4.05
C -2.37 -5.21 -2.04
C 7.55 5.10 -0.97
C -5.58 -3.88 4.94
C 0.00 -6.25 0.52
C 3.74 9.08 2.16
C 2.03 2.53 2.81
C 9.01 4.69 -0.91
C -0.75 -0.15 -4.76
C 0.88 -3.02 -1.27
C -0.11 -0.56 2.47
C 0.10 -1.63 -1.47
C 2.07 4.01 3.18
C -5.05 -4.02 3.45
C -6.21 -1.37 4.17
C 0.15 -1.56 1.23
C 0.46 -5.58 1.90
C -1.71 -4.27 -1.21
C 6.98 4.92 -2.36
C 3.82 0.50 -4.51
C -5.54 -0.76 -2.45
C 3.43 1.98 2.59
C 5.10 7.05 1.56
C -2.88 -2.77 4.45
C 3.70 7.61 1.79
C -0.16 -0.80 -0.13
C -0.34 0.67 -5.97
C -1.64 -6.36 -2.83
C -6.30 0.10 4.85
C 4.29 -0.51 -3.48
C -6.06 -2.41 5.36
B -0.10 -4.30 -1.03
H 7.92 7.00 -1.19
H 1.06 4.39 3.35
H -4.84 -4.24 5.72
H 9.61 5.31 -1.58
H -2.76 -3.50 5.32
H -5.98 0.84 4.05
H -6.46 -0.65 -1.86
H -1.10 -7.09 -2.15
H -2.89 -4.13 2.68
H -7.00 -1.45 -5.51
H 7.04 3.88 -2.69
H 4.30 9.23 3.08
H -3.45 -1.84 4.79
H 0.47 0.14 -0.17
H -6.48 -4.57 5.03
H -6.42 -2.62 -4.31
H 3.10 7.47 0.88
H -2.45 -6.96 -3.35
H 3.77 -0.37 -2.53
H -2.25 -1.04 2.28
H 2.54 4.60 2.40
H 4.21 9.67 1.36
H 1.60 -5.53 1.87
H -7.17 0.81 -3.66
H -5.38 -2.05 6.21
H -5.33 -1.32 3.47
H 2.63 4.16 4.11
H 0.74 -0.97 -2.14
H 5.70 7.13 2.47
H -0.90 -5.98 -3.61
H -0.98 -1.83 5.05
H 2.74 9.47 2.33
H 0.09 -0.77 -4.43
H 0.41 -7.31 0.55
H -0.88 -1.78 -2.04
H -2.24 -1.61 -4.18
H -4.98 -5.14 3.22
H 4.03 2.06 3.50
H -1.14 -6.37 0.47
H -1.93 -0.01 3.74
H -1.15 1.33 -6.29
H -7.76 -1.52 -3.93
H -0.45 -2.50 1.40
H 1.39 -3.24 -2.27
H 0.20 -6.33 2.73
H -7.09 -2.53 5.83
H -5.12 -1.75 -2.25
H 0.68 -6.22 -1.46
H 0.74 -0.68 3.22
H 5.05 5.99 1.31
H -3.75 -2.54 2.44
H 1.97 0.51 -3.89
H -1.73 -1.74 -5.88
H -2.82 -0.44 -5.35
H 9.14 3.64 -1.19
H -5.47 0.15 5.64
H 6.97 4.50 -0.25
H 3.94 2.51 1.78
H -1.81 1.27 -3.95
H 5.17 2.08 -3.89
H -0.08 0.52 2.13
H 3.38 0.92 2.33
H 5.37 -0.43 -3.30
H -1.25 -0.46 -0.07
H -4.88 -0.64 -4.49
H 4.32 0.32 -5.46
H 3.58 6.99 3.64
H 1.91 1.91 4.66
H -0.76 -3.01 3.59
H 5.93 5.23 -2.39
H -0.07 0.02 -6.81
H -7.21 -1.55 3.67
H 1.72 -2.97 -0.51
H -4.84 0.00 -2.09
H 1.28 -1.76 1.23
H 0.01 -4.56 2.09
H -5.78 -3.61 2.68
H 1.43 2.40 1.91
H -7.32 0.32 5.27
H 9.41 4.83 0.10
H 5.61 7.58 0.76
H 0.51 1.30 -5.73
H 7.51 5.55 -3.09
H 3.57 2.15 -3.12
H 3.75 2.64 -4.80
H 4.07 -1.53 -3.82
*
```



[6]
The following is a DFT calculation (ωB97M-V/def2-TZVPD) of a 2-piece molecular cluster, H4OS2 overall in a non-equilibrium geometry.

Results
Kohn-Sham gap, eV: 9.619
Relative energy (zero: lowest compared OMol25 entry of this formula, charge and spin), kcal per mole: 2.9
SMILES string: SS.O
HOMO, eV: -9.21

The geometry in ORCA input format:
```
! RIJCOSX wB97M-V def2-TZVPD def2/J DEFGRID3
* xyz 0 1
S 0.67 -0.01 -2.27
S -0.16 1.75 -1.49
O -0.47 -0.80 1.77
H -0.94 -0.73 2.63
H -0.82 -1.62 1.35
H 1.91 0.18 -1.77
H -0.19 1.23 -0.24
*
```



[7]
The following is a DFT calculation (ωB97M-V/def2-TZVPD) of a 2-piece molecular cluster, C4H8Cl2Si overall in a non-equilibrium geometry.

Results
Kohn-Sham gap, eV: 8.368
Relative energy (zero: lowest compared OMol25 entry of this formula, charge and spin), kcal per mole: 67.4
HOMO, eV: -8.35

The geometry in ORCA input format:
```
! RIJCOSX wB97M-V def2-TZVPD def2/J DEFGRID3
* xyz 0 1
Cl -1.63 -2.63 -1.79
Cl 1.47 -1.76 -2.52
Si 0.13 -1.99 -1.03
C -1.56 1.21 -0.78
C 0.32 1.01 0.94
C -0.46 0.59 -0.03
C 1.42 0.24 1.58
H 1.24 0.14 2.65
H -1.62 2.28 -0.58
H 2.37 0.76 1.46
H 0.61 -2.93 -0.04
H -1.43 1.06 -1.85
H 1.49 -0.75 1.14
H -2.51 0.75 -0.50
H 0.18 2.02 1.34
*
```



[8]
The following is a DFT calculation (ωB97M-V/def2-TZVPD) of C5H34NO13 as an isolated structure in a non-equilibrium geometry.

Results
Kohn-Sham gap, eV: 8.346
Relative energy (zero: lowest compared OMol25 entry of this formula, charge and spin), kcal per mole: 162.7
HOMO, eV: -5.98

The geometry in ORCA input format:
```
! RIJCOSX wB97M-V def2-TZVPD def2/J DEFGRID3
* xyz -1 1
O -0.97 -3.31 -2.85
O -0.13 2.71 2.11
O -2.40 1.21 0.68
O -0.86 0.10 2.74
O -0.38 2.31 -0.43
O -3.42 -1.49 0.80
O -3.46 0.61 -1.60
O 1.88 3.44 0.53
O 2.91 -1.50 0.30
O 3.97 1.62 -1.12
O -1.89 0.04 -3.55
O 0.61 -2.70 3.10
O 2.54 0.72 2.56
N 1.66 -0.24 -2.15
C 0.03 -1.77 0.26
C -0.23 -0.52 -0.47
C -0.50 -3.03 0.23
C 0.20 1.83 -1.55
C 0.81 0.35 -1.08
H 3.88 -1.77 0.37
H 2.06 -0.01 2.45
H -0.14 -3.83 0.73
H 1.26 -2.61 2.34
H -0.41 -3.09 -2.12
H 3.32 2.01 -0.45
H 2.74 -0.44 0.37
H 0.51 2.18 2.62
H 1.66 3.21 1.49
H -1.36 1.84 0.13
H -3.63 -0.29 -1.34
H -2.81 0.26 -3.15
H -3.91 -0.83 1.47
H 3.27 1.43 -1.78
H -0.64 0.30 0.36
H 0.00 -1.91 2.98
H -3.19 0.91 -0.58
H 2.29 -0.98 -1.62
H -0.51 1.75 -2.32
H -2.59 -1.11 0.67
H 0.95 -1.62 1.03
H 0.98 3.24 0.22
H 3.42 0.47 2.78
H 1.44 0.72 -0.17
H -1.39 0.53 1.94
H -1.33 -3.24 -0.40
H -0.34 2.32 1.36
H 0.86 -0.58 -2.76
H -0.29 0.88 2.91
H -3.17 1.60 1.05
H 1.13 2.37 -1.89
H -1.97 -0.98 -3.19
H -1.42 -2.43 -2.87
H -1.02 -0.65 -1.15
*
```



[9]
The following is a DFT calculation (ωB97M-V/def2-TZVPD) of a 2-piece molecular cluster, C3H6ClNOS overall in a non-equilibrium geometry.

Results
Kohn-Sham gap (alpha / beta), eV: 8.743 / 7.710
Relative energy (zero: lowest compared OMol25 entry of this formula, charge and spin), kcal per mole: 110.4
HOMO (alpha / beta), eV: -9.76 / -9.22

The geometry in ORCA input format:
```
! RIJCOSX wB97M-V def2-TZVPD def2/J DEFGRID3
* xyz 0 1
Cl -0.60 0.98 -1.30
S -2.08 -1.59 -0.95
O -3.42 -1.79 -1.42
N -1.88 -1.70 0.56
C 0.12 0.61 0.23
C 0.39 -0.79 0.31
C 1.41 1.44 0.26
H 2.10 1.19 -0.59
H 0.92 -1.36 1.05
H 1.00 2.52 0.23
H 0.57 -1.37 -0.51
H -0.62 0.71 0.99
H 2.09 1.15 1.14
*
```



[10]
The following is a DFT calculation (ωB97M-V/def2-TZVPD) of a 2-piece molecular cluster, CH2IOP overall in a non-equilibrium geometry.

Results
Kohn-Sham gap (alpha / beta), eV: 6.667 / 6.590
Relative energy (zero: lowest compared OMol25 entry of this formula, charge and spin), kcal per mole: 58.9
HOMO (alpha / beta), eV: -7.42 / -7.47

The geometry in ORCA input format:
```
! RIJCOSX wB97M-V def2-TZVPD def2/J DEFGRID3
* xyz 0 1
I 3.09 -1.03 0.27
P 2.11 1.14 0.30
O -0.15 0.24 0.26
C -1.27 -0.07 -0.14
H -2.07 0.73 -0.21
H -1.70 -1.02 -0.48
*
```



[11]
The following is a DFT calculation (ωB97M-V/def2-TZVPD) of C54H52Cl2N4O4P2Si2W as an isolated structure in a non-equilibrium geometry.

Results
Kohn-Sham gap (alpha / beta), eV: 6.258 / 6.262
Relative energy (zero: lowest compared OMol25 entry of this formula, charge and spin), kcal per mole: 0.0
HOMO (alpha / beta), eV: -6.78 / -6.78

The geometry in ORCA input format:
```
! RIJCOSX wB97M-V def2-TZVPD def2/J DEFGRID3
* xyz 0 1
W 0.11 -0.11 -0.20
Cl 2.53 -4.43 1.04
Cl 4.03 -2.99 -1.02
P 0.63 0.68 3.25
P -2.33 1.08 3.05
Si 0.38 2.64 -0.17
Si 2.25 0.85 -1.59
O 2.96 -1.28 2.16
O -2.04 0.68 1.65
O 0.72 0.42 1.76
O 1.78 -1.29 0.25
N -0.35 -3.00 -0.17
N -0.87 -1.75 0.27
N 0.20 -1.49 -1.83
N -1.68 0.33 -0.96
C 1.89 2.61 4.85
C -3.57 2.39 3.18
C 0.16 -2.79 -1.35
C -4.83 2.11 2.66
C -1.63 2.02 -2.73
C 3.70 0.95 -0.39
C 4.28 2.83 5.04
C 0.07 -3.27 5.47
C -4.80 -1.77 -1.04
C 2.68 -1.72 1.05
C -3.31 3.65 3.71
C 4.44 1.79 4.14
C -3.33 2.15 -1.04
C -2.16 3.16 -3.34
C -4.38 -2.84 -0.27
C 0.12 -3.25 4.08
C 0.67 -3.60 -3.55
C -4.30 4.62 3.72
C -3.46 -2.53 4.52
C 2.59 2.97 -3.59
C -3.95 -0.70 -1.30
C -3.84 -2.23 5.82
C 3.34 1.14 3.60
C 2.94 -0.23 -2.97
C -3.08 -2.86 0.22
C 1.64 3.25 1.10
C 0.22 -2.09 6.19
C 0.42 -0.89 5.53
C 2.05 1.56 3.94
C -2.93 -0.22 4.14
C -3.33 0.09 5.44
C -3.00 -1.52 3.68
C -0.79 1.72 3.75
C -3.87 3.26 -1.66
C 1.96 2.53 -2.42
C -3.28 3.78 -2.82
C 0.22 -1.29 -3.17
C 0.60 -3.84 -2.22
C -5.82 3.08 2.66
C 0.45 -0.87 4.13
C -2.67 -0.68 -0.77
C 1.41 5.07 -3.45
C -1.10 3.68 0.37
C 3.00 3.25 5.39
C -3.77 -0.92 6.28
C 1.04 3.37 -1.78
C 0.31 -2.05 3.41
C 3.48 -2.98 0.66
C 0.39 -2.30 -4.06
C 2.32 4.23 -4.10
C -5.55 4.34 3.19
C -2.26 -1.77 0.01
C -2.20 1.51 -1.58
C 0.79 4.64 -2.28
H -4.30 0.09 -1.95
H 3.47 0.31 2.92
H -2.69 -3.72 0.76
H 0.11 -0.26 -3.49
H 0.76 -4.82 -1.80
H -3.76 1.77 -0.13
H -4.08 -0.68 7.30
H 2.88 -1.30 -2.78
H 1.20 6.06 -3.85
H -0.69 4.53 0.94
H 0.40 -2.09 -5.12
H -5.04 1.12 2.25
H -6.79 2.86 2.25
H 2.80 4.57 -5.01
H -2.33 3.89 4.11
H 5.14 3.33 5.46
H 4.33 1.80 -0.67
H 1.89 4.27 0.77
H 0.19 -2.11 7.28
H 4.30 0.04 -0.51
H 0.02 -4.16 3.51
H -5.80 -1.77 -1.47
H 4.00 0.05 -3.04
H 3.43 1.03 0.66
H 2.86 4.06 6.08
H -0.61 2.71 3.32
H 3.30 2.33 -4.11
H -3.30 1.11 5.80
H -2.70 -1.75 2.66
H -4.09 5.60 4.13
H 0.34 -2.04 2.33
H 0.92 -4.40 -4.24
H 4.36 -3.01 1.29
H -0.76 1.55 -3.16
H -0.82 1.79 4.84
H -3.51 -3.55 4.16
H -6.32 5.10 3.19
H -3.70 4.65 -3.30
H 1.19 3.36 2.10
H 0.07 5.30 -1.79
H -1.65 4.09 -0.48
H -1.81 3.15 1.01
H -1.68 3.55 -4.23
H -0.08 -4.21 5.99
H 2.48 -0.02 -3.95
H 5.44 1.46 3.86
H 0.91 2.97 5.13
H 0.56 0.02 6.10
H -5.04 -3.68 -0.09
H -4.74 3.74 -1.23
H 2.58 2.70 1.21
H -4.20 -3.01 6.47
*
```



[12]
The following is a DFT calculation (ωB97M-V/def2-TZVPD) of C15H15N6O2SW as an isolated structure.

Results
Kohn-Sham gap (alpha / beta), eV: 6.840 / 6.849
HOMO (alpha / beta), eV: -18.01 / -18.09

The geometry in ORCA input format:
```
! RIJCOSX wB97M-V def2-TZVPD def2/J DEFGRID3
* xyz 3 1
W -1.01 -0.32 0.34
S 0.73 0.24 1.65
O -2.54 -2.45 1.87
O 0.25 -1.72 -1.35
N -0.11 -4.05 -1.01
N 2.90 1.78 1.09
N -1.10 1.77 -0.45
N 1.12 2.51 0.06
N -2.73 0.00 1.48
N -1.06 -2.37 0.23
C 2.19 3.32 -0.31
C 1.59 1.58 0.92
C 3.79 0.98 1.95
C -2.31 2.08 -0.95
C 0.77 -4.52 -2.11
C -0.56 4.10 -0.57
C -0.23 2.79 -0.31
C -1.67 -4.54 0.82
C -1.83 4.40 -1.07
C -0.24 -2.71 -0.78
C 3.29 2.85 0.32
C -2.24 -1.16 1.60
C -2.71 3.35 -1.29
C -0.81 -4.91 -0.21
C -1.76 -3.18 1.00
H 4.31 3.18 0.28
H -3.70 3.51 -1.70
H 2.09 4.13 -1.02
H 4.79 1.40 1.87
H 1.79 -4.18 -1.91
H -2.20 -5.28 1.39
H 3.79 -0.05 1.62
H -2.10 5.42 -1.27
H -0.67 -5.96 -0.45
H 0.41 -4.10 -3.05
H 3.44 1.06 2.98
H 0.14 4.89 -0.38
H -3.02 1.26 -1.09
H -3.50 0.50 1.93
H 0.74 -5.60 -2.14
*
```